Entry 1:
115
Properties=species:S:1:pos:R:3 method="wB97M-V/def2-TZVPD" charge=-3 e_above_lowest_kj_mol=993.9 total_energy_ev=-118297.9321 multiplicity=1
O 0.364 1.257 -2.453
V -0.551 2.254 -1.687
O -0.927 1.672 -0.265
N -0.469 6.263 -5.383
O -1.305 6.590 -6.206
O 0.060 7.212 -4.833
O -0.135 5.092 -5.139
N -2.905 6.925 -1.360
O -2.717 5.714 -1.558
O -2.185 7.514 -0.607
O -3.503 7.539 -2.200
Cl 2.320 4.992 -0.029
O -7.722 6.099 -5.798
C -7.615 4.932 -5.513
O -6.712 4.062 -5.808
B -7.143 2.767 -5.305
O -8.330 2.947 -4.517
C -8.770 4.180 -4.768
O -9.807 4.577 -4.372
O -7.386 1.685 -6.331
C -6.421 0.759 -6.429
O -6.368 -0.254 -7.126
C -5.456 1.209 -5.314
O -5.945 2.197 -4.610
O -4.453 0.630 -4.915
C 5.256 -1.543 3.246
C 3.957 -2.169 3.846
C 2.935 -1.082 3.830
C 1.446 -1.529 3.838
C 1.196 -2.596 2.830
C 2.074 -3.778 2.898
N 3.482 -3.328 2.893
O 4.277 -4.481 3.027
C 1.529 -4.535 4.136
C 1.936 -4.676 1.570
C 4.142 -2.765 5.299
H 6.095 -2.239 3.252
H 5.575 -0.984 4.125
H 5.028 -1.043 2.304
H 3.006 -0.449 4.714
H 3.134 -0.369 3.030
H 0.830 -0.630 3.842
H 1.138 -1.873 4.826
H 1.309 -2.049 1.894
H 0.157 -2.916 2.916
H 0.537 -4.951 3.960
H 2.221 -5.357 4.316
H 1.445 -4.133 5.146
H 0.928 -5.090 1.539
H 2.252 -4.106 0.696
H 2.333 -5.688 1.652
H 3.102 -3.024 5.496
H 4.418 -2.039 6.063
H 4.753 -3.666 5.356
H 4.496 -4.795 2.147
C 9.316 -4.524 -4.059
C 9.176 -2.922 -3.645
C 9.966 -2.106 -4.704
C 9.156 -1.974 -5.948
C 7.764 -1.427 -5.651
C 6.886 -2.260 -4.630
N 7.720 -2.480 -3.400
O 7.073 -3.160 -2.498
C 5.695 -1.337 -4.268
C 6.305 -3.496 -5.420
C 9.904 -2.657 -2.261
H 8.751 -5.237 -3.458
H 10.369 -4.720 -4.261
H 8.756 -4.734 -4.970
H 10.292 -1.123 -4.364
H 10.909 -2.568 -4.997
H 9.061 -2.953 -6.418
H 9.778 -1.454 -6.676
H 7.185 -1.428 -6.574
H 7.773 -0.363 -5.418
H 5.930 -0.379 -3.805
H 5.137 -1.131 -5.182
H 4.952 -1.882 -3.686
H 5.542 -3.105 -6.093
H 7.046 -3.832 -6.145
H 5.952 -4.231 -4.697
H 9.425 -3.339 -1.558
H 9.864 -1.596 -2.013
H 10.941 -2.981 -2.352
H 7.092 -2.554 -1.754
C -9.191 4.236 3.492
C -8.486 2.820 3.770
C -7.695 2.511 2.408
C -6.518 1.576 2.580
C -5.699 1.869 3.844
C -6.455 1.974 5.140
N -7.607 2.926 5.005
O -8.263 3.281 6.141
C -7.067 0.542 5.510
C -5.501 2.537 6.212
C -9.629 1.704 3.957
H -8.661 4.949 2.860
H -9.478 4.720 4.426
H -10.110 3.878 3.028
H -8.394 2.206 1.629
H -7.346 3.507 2.135
H -5.773 1.867 1.840
H -6.840 0.542 2.459
H -5.156 2.790 3.628
H -4.999 1.034 3.882
H -6.314 -0.012 6.070
H -8.000 0.539 6.074
H -7.167 -0.148 4.672
H -4.551 2.044 6.418
H -5.266 3.545 5.871
H -5.781 2.705 7.252
H -10.365 1.689 3.153
H -10.282 1.908 4.805
H -9.176 0.728 4.131
H -8.848 2.551 6.355



Entry 2:
113
Properties=species:S:1:pos:R:3 method="wB97M-V/def2-TZVPD" total_energy_ev=-143689.4328 multiplicity=1
C 1.604 0.743 3.831
C 0.671 1.372 2.656
O 0.576 0.389 1.598
C -0.766 0.347 1.023
C -1.050 -0.998 0.195
O -1.732 -2.045 0.902
C -1.036 -2.587 2.018
C -1.261 -1.866 3.426
C -2.592 -1.050 3.641
O -2.776 -0.577 4.799
O -3.633 -0.806 2.712
C -1.557 -4.121 2.200
C -3.006 -4.243 2.863
O -3.661 -5.380 2.202
C -3.043 -4.555 4.428
F -1.818 -4.910 5.023
F -3.602 -3.518 5.226
F -3.911 -5.678 4.643
O 0.421 -2.569 1.825
C 0.859 -3.619 0.990
O 1.698 -4.423 1.491
C 0.380 -3.941 -0.492
C 0.981 -5.342 -1.021
O 0.313 -5.996 -1.853
H 1.596 -0.408 3.821
H 1.198 1.133 4.832
H 2.700 1.041 3.725
H -0.324 1.721 3.085
H 1.283 2.253 2.233
H -0.772 1.196 0.237
H -1.589 0.615 1.764
H -0.075 -1.277 -0.322
H -1.760 -0.674 -0.658
H -1.098 -2.633 4.271
H -0.388 -1.118 3.551
H -3.707 0.167 2.550
H -0.814 -4.775 2.763
H -1.662 -4.601 1.156
H -3.680 -3.348 2.612
H -3.001 -6.107 2.336
H -0.753 -3.869 -0.649
H 0.837 -3.115 -1.176
H 2.006 -5.722 -0.697
C -1.010 5.933 0.006
S -1.845 4.665 -0.971
O -2.073 3.489 -0.077
C -0.429 4.276 -2.024
H -1.705 6.298 0.764
H -0.130 5.510 0.494
H -0.719 6.760 -0.645
H 0.416 3.955 -1.412
H -0.156 5.157 -2.608
H -0.715 3.470 -2.699
C 2.583 7.204 -0.864
S 2.721 5.435 -0.527
O 2.061 5.177 0.788
C 4.504 5.441 -0.245
H 1.533 7.442 -1.035
H 2.950 7.775 -0.010
H 3.160 7.450 -1.757
H 4.750 6.124 0.570
H 5.016 5.746 -1.159
H 4.814 4.430 0.023
C 5.159 -1.762 -1.810
S 3.489 -1.463 -2.428
O 2.552 -1.595 -1.268
C 3.375 -2.984 -3.391
H 5.433 -0.943 -1.143
H 5.189 -2.704 -1.259
H 5.856 -1.794 -2.649
H 3.519 -3.849 -2.740
H 4.132 -2.976 -4.177
H 2.384 -3.033 -3.845
C 4.959 -4.112 -8.423
S 3.706 -3.892 -7.142
O 4.422 -3.686 -5.845
C 3.114 -5.597 -7.167
H 5.491 -3.169 -8.553
H 5.665 -4.889 -8.124
H 4.475 -4.386 -9.362
H 3.936 -6.280 -6.947
H 2.692 -5.821 -8.148
H 2.340 -5.705 -6.407
C -2.521 4.046 -6.405
S -3.785 4.264 -5.133
O -3.079 4.475 -3.833
C -4.369 2.556 -5.160
H -1.993 4.992 -6.532
H -1.814 3.273 -6.099
H -2.997 3.769 -7.347
H -3.545 1.877 -4.933
H -4.783 2.328 -6.144
H -5.148 2.446 -4.405
C 3.863 3.938 7.216
S 4.101 2.214 6.735
O 3.444 2.025 5.406
C 3.000 1.520 7.986
H 4.436 4.569 6.536
H 2.805 4.200 7.149
H 4.223 4.085 8.236
H 1.997 1.935 7.870
H 3.389 1.747 8.980
H 2.962 0.438 7.851
C -6.540 0.580 0.447
S -6.302 -1.153 -0.001
O -6.949 -1.365 -1.332
C -7.415 -1.821 1.254
H -5.960 1.197 -0.239
H -7.597 0.844 0.367
H -6.188 0.744 1.467
H -8.416 -1.406 1.123
H -7.033 -1.577 2.247
H -7.455 -2.905 1.139



Entry 3:
10
Properties=species:S:1:pos:R:3 method="wB97M-V/def2-TZVPD" e_above_lowest_kj_mol=196.0 total_energy_ev=-7738.7196 multiplicity=1
C 1.387 -0.193 -0.030
C -0.002 0.373 -0.042
H 1.799 -0.136 1.025
H 2.100 0.471 -0.650
H 1.376 -1.245 -0.444
H -1.081 -1.441 0.276
H -2.002 1.009 0.119
N -1.052 -0.521 -0.167
O -0.256 1.594 -0.066
O -2.268 0.088 -0.022



Entry 4:
216
Properties=species:S:1:pos:R:3 method="wB97M-V/def2-TZVPD" e_above_lowest_kj_mol=785.5 total_energy_ev=-94922.2965 multiplicity=1
C 12.721 -6.334 8.997
C 12.158 -7.420 8.039
C 11.395 -8.423 8.978
C 10.422 -9.342 8.315
C 9.415 -8.394 7.631
C 10.017 -7.563 6.568
N 11.107 -6.776 7.193
O 11.705 -5.876 6.294
C 10.477 -8.378 5.229
C 8.897 -6.539 6.235
C 13.319 -8.126 7.326
H 13.157 -6.973 9.765
H 11.960 -5.764 9.530
H 13.470 -5.654 8.592
H 12.077 -9.088 9.507
H 10.871 -7.876 9.762
H 9.921 -9.961 9.059
H 10.901 -10.032 7.621
H 8.894 -7.857 8.423
H 8.653 -8.923 7.059
H 11.070 -7.689 4.627
H 11.184 -9.169 5.480
H 9.704 -8.779 4.574
H 8.195 -7.092 5.611
H 8.351 -5.943 6.966
H 9.218 -5.794 5.508
H 13.920 -7.511 6.657
H 12.790 -8.847 6.702
H 14.005 -8.677 7.969
H 11.525 -5.031 6.712
C -8.778 -0.136 2.377
C -9.364 -0.187 3.818
C -10.252 -1.448 3.962
C -9.388 -2.654 3.897
C -8.423 -2.729 5.059
C -7.545 -1.405 5.211
N -8.308 -0.187 4.857
O -7.533 0.998 4.880
C -7.137 -1.374 6.695
C -6.288 -1.633 4.365
C -10.328 1.005 4.051
H -8.290 0.832 2.260
H -9.589 -0.106 1.650
H -8.043 -0.928 2.234
H -10.808 -1.163 4.855
H -10.984 -1.489 3.155
H -8.900 -2.649 2.922
H -10.155 -3.425 3.823
H -7.837 -3.605 4.780
H -8.980 -3.044 5.941
H -7.153 -2.414 7.020
H -6.163 -0.926 6.890
H -8.015 -1.042 7.249
H -5.672 -0.737 4.441
H -5.695 -2.461 4.753
H -6.544 -1.662 3.306
H -11.108 1.135 3.300
H -9.794 1.953 4.108
H -10.822 0.846 5.009
H -7.053 0.943 4.050
C 0.629 3.638 0.544
C 1.964 3.081 -0.106
C 3.170 4.123 -0.030
C 3.726 4.223 1.349
C 4.265 2.875 1.707
C 3.221 1.722 1.797
N 2.419 1.780 0.479
O 1.423 0.839 0.428
C 4.003 0.444 2.106
C 2.289 2.039 2.983
C 1.764 2.890 -1.606
H 0.577 3.777 1.624
H -0.096 2.861 0.304
H 0.100 4.484 0.105
H 3.898 3.910 -0.813
H 2.888 5.140 -0.302
H 2.909 4.546 1.994
H 4.576 4.898 1.451
H 4.685 2.900 2.712
H 5.023 2.608 0.971
H 5.088 0.549 2.107
H 3.587 0.065 3.039
H 3.859 -0.384 1.412
H 2.579 1.775 4.000
H 1.897 3.054 2.933
H 1.339 1.505 2.992
H 2.559 2.324 -2.092
H 1.805 3.878 -2.064
H 0.816 2.427 -1.880
H 1.895 0.097 0.043
C 1.486 -8.152 -3.407
C 1.223 -6.731 -2.939
C -0.227 -6.274 -3.324
C -1.285 -6.910 -2.473
C -1.083 -6.590 -0.947
C 0.306 -7.184 -0.484
N 1.402 -6.752 -1.417
O 2.689 -6.988 -1.003
C 0.458 -6.379 0.892
C 0.154 -8.697 -0.218
C 2.269 -5.695 -3.596
H 2.525 -8.479 -3.377
H 1.232 -8.333 -4.451
H 0.941 -8.898 -2.828
H -0.351 -5.194 -3.391
H -0.381 -6.629 -4.343
H -1.309 -7.991 -2.612
H -2.265 -6.577 -2.814
H -1.931 -7.091 -0.478
H -1.257 -5.527 -0.785
H 0.410 -5.307 0.697
H -0.274 -6.628 1.660
H 1.443 -6.565 1.322
H -0.528 -8.784 0.628
H -0.429 -9.114 -1.039
H 1.127 -9.138 0.000
H 2.277 -4.728 -3.093
H 2.196 -5.658 -4.683
H 3.291 -6.065 -3.509
H 2.576 -7.930 -0.863
C -6.467 9.600 -7.024
C -7.431 9.367 -5.898
C -7.397 10.675 -4.940
C -8.493 10.677 -3.883
C -9.904 10.755 -4.660
C -10.102 9.460 -5.622
N -8.848 9.230 -6.425
O -8.932 8.171 -7.256
C -10.415 8.253 -4.652
C -11.349 9.645 -6.610
C -6.981 8.222 -5.050
H -6.698 10.530 -7.543
H -6.459 8.747 -7.703
H -5.408 9.640 -6.769
H -6.455 10.601 -4.396
H -7.464 11.589 -5.530
H -8.301 11.524 -3.223
H -8.426 9.842 -3.186
H -9.961 11.735 -5.133
H -10.700 10.805 -3.917
H -10.625 7.400 -5.296
H -9.566 7.975 -4.027
H -11.267 8.448 -4.001
H -11.232 10.513 -7.259
H -11.440 8.770 -7.253
H -12.265 9.502 -6.037
H -7.485 8.159 -4.086
H -5.909 8.299 -4.865
H -7.183 7.256 -5.514
H -9.661 8.491 -7.792
C -4.947 3.692 -12.135
C -3.712 2.994 -12.769
C -2.466 3.992 -12.735
C -1.670 4.090 -11.421
C -1.429 2.686 -10.811
C -2.654 1.675 -10.866
N -3.408 1.732 -12.122
O -4.382 0.715 -12.360
C -2.104 0.212 -10.830
C -3.576 1.876 -9.617
C -3.968 2.812 -14.277
H -4.908 4.779 -12.072
H -5.030 3.363 -11.100
H -5.910 3.400 -12.553
H -1.884 3.780 -13.632
H -2.705 5.055 -12.726
H -2.331 4.676 -10.782
H -0.772 4.702 -11.509
H -0.999 2.900 -9.833
H -0.620 2.163 -11.321
H -1.118 0.096 -11.281
H -1.900 -0.022 -9.785
H -2.804 -0.494 -11.276
H -4.382 1.142 -9.632
H -3.059 1.626 -8.691
H -3.923 2.909 -9.590
H -4.155 3.785 -14.730
H -4.827 2.180 -14.505
H -3.084 2.517 -14.843
H -4.193 0.523 -13.281
C 0.114 6.048 8.591
C 1.293 6.762 7.917
C 1.442 8.217 8.379
O 2.444 5.978 8.163
H 0.180 5.008 8.272
H -0.871 6.454 8.361
H 0.259 6.099 9.670
H 1.261 6.711 6.829
H 0.528 8.773 8.589
H 2.136 8.808 7.782
H 1.948 8.467 9.312
H 2.171 5.094 8.421
C 11.569 -3.771 -3.347
C 10.461 -2.724 -3.277
C 10.189 -2.357 -1.855
O 11.005 -1.574 -3.795
H 12.487 -3.437 -2.864
H 11.734 -4.065 -4.383
H 11.145 -4.556 -2.720
H 9.612 -3.098 -3.851
H 9.936 -3.297 -1.366
H 9.453 -1.572 -1.678
H 11.089 -2.165 -1.272
H 11.171 -1.869 -4.693
C 4.458 -0.503 10.374
C 3.062 -0.896 10.641
C 2.565 -2.226 10.010
O 2.926 -0.945 12.014
H 5.136 -1.057 11.023
H 4.603 0.564 10.540
H 4.885 -0.698 9.390
H 2.314 -0.182 10.295
H 3.259 -3.067 10.011
H 2.117 -2.142 9.020
H 1.769 -2.703 10.581
H 3.802 -1.068 12.388



Summary of HOMO energy in eV
-0.0747, -8.1920, -9.5082, -7.6514
(order as listed above)
Summary of maximum force in eV/Å
7.3, 5.1, 2.0, 4.5
(order as listed above)